{
  "formula": "C46H33Cl2IN7O4Ta",
  "method": "the ωB97M-V functional and the def2-TZVPD basis",
  "elements": ["Ta", "C", "C", "C", "C", "C", "C", "N", "C", "C", "C", "C", "C", "C", "N", "N", "C", "C", "C", "C", "C", "N", "H", "H", "H", "H", "H", "H", "H", "H", "H", "H", "H", "H", "H", "O", "C", "O", "C", "C", "C", "C", "C", "C", "C", "C", "C", "N", "H", "H", "H", "H", "H", "H", "I", "C", "C", "C", "C", "C", "N", "H", "H", "H", "H", "Cl", "C", "C", "C", "C", "C", "Cl", "C", "N", "C", "C", "C", "C", "C", "C", "C", "C", "O", "O", "H", "H", "H", "H", "H", "H", "H", "H", "H", "H"],
  "positions_angstrom": [[0.64604, -0.29634, -0.06359], [-4.36277, -3.21398, -0.13188], [-3.50687, -2.87192, -1.16526], [-2.20870, -2.45067, -0.90515], [-1.74548, -2.37253, 0.40521], [-2.61490, -2.71710, 1.44380], [-3.90720, -3.13388, 1.17742], [-0.42664, -1.89078, 0.73078], [0.23789, -2.57831, 1.76830], [0.10287, -3.93267, 2.06086], [0.78153, -4.45930, 3.14793], [1.58832, -3.67140, 3.97807], [1.75256, -2.33532, 3.69476], [1.11038, -1.82978, 2.56535], [1.18690, -0.51594, 2.11319], [1.57346, 0.40613, 2.85163], [1.31807, 1.67353, 2.29242], [1.64114, 2.79105, 3.02744], [1.25476, 4.03381, 2.53567], [0.55735, 4.09333, 1.34352], [0.28307, 2.91567, 0.65965], [0.65805, 1.72254, 1.11790], [-5.37015, -3.54678, -0.34112], [-3.83852, -2.94067, -2.19322], [-1.57905, -2.20125, -1.74208], [-2.28301, -2.64964, 2.47122], [-4.56049, -3.39449, 1.99960], [-0.54214, -4.55902, 1.46046], [0.67206, -5.51352, 3.36736], [2.08712, -4.11604, 4.82732], [2.39137, -1.69391, 4.28621], [2.16305, 2.67214, 3.96618], [1.48449, 4.93525, 3.08734], [0.21944, 5.03448, 0.93420], [-0.24201, 2.92673, -0.28524], [0.23974, -2.95117, -3.09562], [0.72940, -2.37566, -2.17388], [0.38495, -1.13994, -1.79035], [1.81517, -2.92576, -1.30497], [2.32451, -4.19553, -1.57794], [3.32493, -4.66369, -0.77806], [3.85858, -3.83011, 0.22320], [4.96010, -4.25509, 1.00699], [5.53121, -3.41527, 1.91290], [5.02364, -2.10687, 2.06051], [3.94671, -1.67502, 1.34057], [3.31443, -2.53279, 0.41022], [2.22188, -2.12935, -0.33086], [1.90339, -4.75439, -2.40120], [3.74120, -5.65320, -0.92154], [5.34865, -5.25330, 0.85030], [6.38093, -3.73458, 2.50029], [5.50504, -1.42659, 2.75126], [3.61458, -0.65786, 1.45051], [-2.17126, 0.60201, 2.36563], [-2.41859, 0.76668, 0.29988], [-3.68357, 1.13038, -0.12631], [-3.91664, 1.31077, -1.47856], [-2.86825, 1.13958, -2.36663], [-1.63815, 0.76478, -1.87852], [-1.40071, 0.56066, -0.56033], [-4.47063, 1.27023, 0.59979], [-4.90214, 1.59053, -1.82672], [-2.99228, 1.28164, -3.43041], [-0.80509, 0.60180, -2.54491], [0.80360, 0.38379, -4.84083], [1.90295, -0.96041, -4.87675], [1.59981, -2.02312, -5.70853], [2.39147, -3.15871, -5.69844], [3.47407, -3.23667, -4.83840], [3.77854, -2.15554, -4.03188], [5.13260, -2.27465, -2.94176], [3.03363, -0.97270, -4.04939], [3.39675, 0.11429, -3.22972], [3.61297, 1.40416, -3.82440], [3.86306, 1.58484, -5.17736], [4.02846, 2.86268, -5.68705], [3.95464, 3.96598, -4.84972], [3.72736, 3.78124, -3.49573], [3.55874, 2.50537, -2.97512], [3.41850, 2.28574, -1.48967], [2.36259, 1.31445, -1.08730], [2.59403, 0.48431, -0.12245], [1.17324, 1.32371, -1.50648], [0.72395, -1.96276, -6.33877], [2.15496, -3.98889, -6.34889], [4.09584, -4.12039, -4.79998], [4.17367, -0.15087, -2.63327], [3.92067, 0.72839, -5.83530], [4.21818, 2.99444, -6.74359], [4.08669, 4.96304, -5.24620], [3.69502, 4.63785, -2.83277], [3.15368, 3.22950, -0.99990], [4.35202, 1.94240, -1.03790]],
  "forces_ev_per_a": [[-0.2, -0.7, -0.4], [0.0, 0.0, 0.0], [0.0, 0.0, 0.0], [0.0, 0.0, 0.0], [0.0, 0.0, -0.1], [0.0, 0.0, 0.0], [0.0, 0.0, 0.0], [0.1, 0.4, 0.0], [0.0, 0.0, 0.0], [0.0, 0.0, 0.0], [0.0, 0.0, 0.0], [0.0, 0.0, 0.0], [0.1, -0.1, -0.1], [-0.1, 0.1, 0.2], [0.1, 0.0, 0.0], [-0.1, 0.0, 0.0], [0.0, 0.0, 0.0], [0.0, 0.0, 0.0], [0.0, 0.0, 0.0], [0.0, 0.0, 0.0], [0.0, 0.0, 0.0], [0.0, 0.0, 0.2], [0.0, 0.0, 0.0], [0.0, 0.0, 0.0], [-0.1, 0.0, 0.0], [0.0, 0.0, 0.0], [0.0, 0.0, 0.0], [0.0, 0.0, 0.0], [0.0, 0.0, 0.0], [0.0, 0.0, 0.0], [0.0, 0.0, 0.0], [0.0, 0.0, 0.0], [0.0, 0.0, 0.0], [0.0, 0.0, 0.0], [0.0, 0.0, 0.0], [-0.1, 0.0, 0.0], [0.1, -0.1, 0.0], [0.2, 0.1, -0.2], [0.0, 0.0, 0.0], [0.0, 0.0, 0.0], [0.0, 0.0, 0.0], [0.0, 0.0, 0.0], [0.0, 0.0, 0.0], [0.0, 0.0, 0.0], [0.0, 0.0, 0.0], [0.0, 0.0, 0.0], [0.0, 0.0, 0.0], [0.0, 0.0, 0.0], [0.0, 0.0, 0.0], [0.0, 0.0, 0.0], [0.0, 0.0, 0.0], [0.0, 0.0, 0.0], [0.0, 0.0, 0.0], [0.0, 0.0, 0.0], [0.0, 0.1, 0.0], [0.0, 0.0, 0.0], [0.0, 0.0, 0.0], [0.0, 0.0, 0.0], [0.0, 0.0, 0.0], [0.0, 0.0, 0.0], [0.0, 0.0, 0.1], [0.0, 0.0, 0.0], [0.0, 0.0, 0.0], [0.0, 0.0, 0.0], [0.0, 0.0, 0.0], [0.1, 0.0, 0.0], [0.1, 0.0, 0.1], [0.0, 0.0, 0.0], [0.0, 0.0, 0.0], [0.0, 0.0, 0.0], [0.0, 0.0, 0.0], [0.0, 0.0, 0.0], [0.0, 0.1, 0.0], [0.0, 0.0, -0.1], [-0.1, -0.1, 0.0], [-0.1, 0.0, 0.0], [0.0, 0.0, 0.0], [0.0, 0.0, 0.0], [0.0, 0.0, 0.0], [0.0, 0.0, 0.1], [0.0, 0.0, -0.1], [-0.1, 0.1, 0.0], [0.0, 0.1, -0.1], [-0.1, 0.0, 0.2], [0.0, 0.0, 0.0], [0.0, 0.0, 0.0], [0.0, 0.0, 0.0], [0.0, 0.0, 0.0], [0.0, 0.0, 0.0], [0.0, 0.0, 0.0], [0.0, 0.0, 0.0], [0.0, 0.0, 0.0], [0.0, 0.0, 0.0], [0.0, 0.0, 0.0]],
  "lowdin_charge": [1.992, -0.062, -0.052, -0.029, -0.303, -0.099, -0.056, -0.108, -0.254, 0.005, -0.018, -0.041, 0.008, -0.239, -0.080, 0.171, -0.331, 0.047, 0.006, 0.004, -0.103, -0.044, 0.114, 0.117, 0.083, 0.100, 0.116, 0.132, 0.123, 0.119, 0.126, 0.135, 0.132, 0.128, 0.124, 0.173, -0.506, -0.230, -0.175, 0.029, 0.037, -0.144, -0.004, -0.038, -0.036, -0.037, -0.177, 0.099, 0.137, 0.138, 0.128, 0.120, 0.120, 0.081, 1.149, -0.706, -0.108, -0.002, 0.000, -0.107, -0.101, 0.103, 0.132, 0.129, 0.064, 0.792, -0.581, -0.095, -0.056, -0.097, -0.570, 0.767, -0.314, 0.067, -0.220, -0.023, -0.051, -0.061, -0.026, -0.161, -0.016, -0.558, -0.139, -0.081, 0.117, 0.120, 0.115, 0.081, 0.124, 0.116, 0.113, 0.117, 0.142, 0.147],
  "spin_multiplicity": 1,
  "e_tot_ev": -101548.417,
  "homo_energy_ev": -12.5,
  "relative_energy_ev": 0.0000,
  "homo_lumo_gap_ev": 4.95,
  "total_charge": 2
}

***

{
  "formula": "C46H34FeN10O3S",
  "method": "the ωB97M-V functional and the def2-TZVPD basis",
  "elements": ["Fe", "C", "C", "C", "C", "C", "N", "C", "N", "C", "C", "C", "C", "C", "C", "C", "C", "N", "C", "N", "C", "N", "C", "N", "C", "N", "C", "C", "C", "C", "C", "C", "C", "C", "C", "C", "C", "C", "N", "C", "C", "H", "H", "H", "H", "H", "H", "H", "H", "H", "H", "H", "H", "H", "H", "H", "H", "C", "C", "N", "C", "C", "C", "S", "N", "C", "O", "C", "C", "C", "C", "C", "C", "H", "H", "H", "H", "H", "H", "H", "H", "H", "H", "H", "H", "H", "H", "H", "C", "C", "O", "O", "H", "H", "H"],
  "positions_angstrom": [[0.11907, 0.53153, -0.11973], [5.41600, -1.71923, -2.34582], [5.07481, -1.25841, -3.61290], [3.74823, -1.22966, -4.03229], [2.78333, -1.67068, -3.15207], [1.30923, -1.77063, -3.30731], [0.90766, -2.43488, -2.17038], [1.85874, -2.45228, -1.17590], [1.42695, -2.57988, 0.00893], [-0.04828, -2.48867, -0.04781], [-0.67065, -3.54826, 0.83690], [-0.41882, -4.90046, 0.94834], [-1.08069, -5.61051, 1.94481], [-1.96353, -4.97005, 2.81086], [-2.19303, -3.60336, 2.71292], [-1.51802, -2.90700, 1.72898], [-1.47523, -1.46580, 1.39571], [-2.54151, -0.66508, 1.72680], [-2.75947, 0.24285, 0.78248], [-1.78722, 0.80208, 0.05309], [-2.04812, 0.37181, -1.22109], [-0.93563, 0.00162, -1.81426], [-0.44380, -2.45419, -1.64497], [-1.13340, -1.29099, -2.34155], [-0.84694, -1.62128, -3.70011], [0.47570, -1.35375, -4.18694], [-1.31107, -3.03267, -3.74196], [-1.79799, -3.81014, -4.76682], [-2.21586, -5.10954, -4.47338], [-2.13342, -5.59864, -3.18259], [-1.59789, -4.82460, -2.14696], [-1.17658, -3.54773, -2.43400], [-3.49599, 0.07711, -1.36246], [-4.31556, -0.19136, -2.43833], [-5.67327, -0.36882, -2.18355], [-6.17073, -0.30843, -0.88549], [-5.33123, -0.07876, 0.20369], [-3.99728, 0.13661, -0.05732], [-0.51559, -1.23811, 0.53892], [3.12717, -2.12809, -1.86730], [4.44215, -2.15965, -1.45474], [6.45462, -1.72213, -2.04150], [5.85385, -0.91451, -4.28124], [3.47131, -0.86548, -5.01262], [0.28336, -5.39190, 0.28599], [-0.89763, -6.67180, 2.05716], [-2.46073, -5.54382, 3.58288], [-2.85566, -3.08815, 3.39491], [-1.87778, -3.41100, -5.76973], [-2.61942, -5.73463, -5.25998], [-2.48221, -6.60026, -2.96509], [-1.53640, -5.22941, -1.14929], [-3.91044, -0.26579, -3.43888], [-6.35181, -0.56795, -3.00296], [-7.22971, -0.45928, -0.71803], [-5.70863, -0.07763, 1.21728], [4.70141, -2.49324, -0.46123], [1.08552, 6.00574, -2.36408], [1.33653, 4.67273, -3.06155], [2.32937, 3.84074, -2.40782], [3.73399, 4.15417, -2.63647], [4.36581, 4.97191, -1.51389], [1.98576, 2.86879, -1.51385], [0.35506, 2.68577, -1.04980], [3.02700, 2.21480, -0.98945], [2.91730, 1.03019, -0.40242], [2.00920, 0.17903, -0.56739], [4.04651, 0.66200, 0.50927], [3.83512, -0.33634, 1.45391], [4.84160, -0.65859, 2.35419], [6.06095, 0.00181, 2.30766], [6.27133, 1.00414, 1.36624], [5.26270, 1.34066, 0.47870], [0.24868, 6.52318, -2.83702], [1.95724, 6.65946, -2.41491], [0.83496, 5.83231, -1.31773], [1.67226, 4.84102, -4.08974], [0.40929, 4.10584, -3.10064], [3.78885, 4.69651, -3.58346], [4.28405, 3.22071, -2.75033], [3.87953, 5.94021, -1.39792], [5.42476, 5.14172, -1.72135], [4.27888, 4.42671, -0.57520], [2.86482, -0.81649, 1.51031], [4.66079, -1.41726, 3.10538], [6.84228, -0.24822, 3.01591], [7.21869, 1.52850, 1.33376], [5.40203, 2.12260, -0.25543], [0.79050, 1.56766, 3.97729], [0.81811, 0.65095, 2.75461], [1.02024, -0.55615, 2.91091], [0.60491, 1.26727, 1.65415], [1.25602, 1.07981, 4.83137], [-0.25140, 1.79006, 4.21678], [1.28825, 2.51066, 3.75277]],
  "forces_ev_per_a": [[-0.2, 0.5, 0.1], [0.0, 0.0, 0.0], [0.0, 0.0, 0.0], [0.0, 0.0, 0.0], [0.0, -0.1, 0.0], [0.0, 0.1, 0.1], [0.0, 0.1, 0.0], [0.0, 0.0, 0.1], [0.0, 0.0, -0.1], [0.0, -0.1, 0.0], [-0.1, 0.1, 0.0], [0.0, 0.0, 0.0], [0.0, 0.0, 0.0], [0.0, 0.0, 0.0], [0.0, 0.0, 0.0], [0.0, -0.1, 0.0], [0.1, 0.1, -0.2], [-0.1, 0.2, 0.0], [0.2, -0.5, -0.1], [-0.3, 0.8, 0.0], [0.2, -0.2, 0.2], [-0.1, -0.3, -0.1], [0.0, 0.1, 0.0], [-0.6, -0.2, 0.0], [0.1, 0.0, -0.1], [0.0, 0.0, 0.0], [0.0, 0.0, 0.0], [0.0, 0.0, 0.0], [0.0, 0.0, 0.0], [0.0, 0.0, 0.0], [0.0, 0.0, 0.0], [0.0, 0.0, 0.0], [0.0, -0.1, 0.0], [0.0, 0.0, 0.0], [0.0, 0.0, 0.0], [0.0, 0.0, 0.0], [0.0, 0.0, 0.0], [-0.1, 0.0, 0.0], [0.2, -0.1, -0.1], [0.0, -0.1, 0.0], [0.0, 0.1, 0.0], [0.0, 0.0, 0.0], [0.0, 0.0, 0.0], [0.0, 0.0, 0.0], [0.0, 0.0, 0.0], [0.0, 0.0, 0.0], [0.0, 0.0, 0.0], [0.0, 0.0, 0.0], [0.0, 0.0, 0.0], [0.0, 0.0, 0.0], [0.0, 0.0, 0.0], [0.0, 0.0, 0.0], [0.0, 0.0, 0.0], [0.0, 0.0, 0.0], [0.0, 0.0, 0.0], [0.0, 0.0, 0.0], [0.0, 0.0, 0.1], [0.0, 0.0, 0.0], [0.0, 0.0, 0.0], [0.0, 0.0, 0.0], [0.0, -0.1, 0.0], [0.0, 0.0, 0.0], [-0.1, 0.1, 0.0], [0.1, 0.1, 0.0], [0.0, 0.0, 0.2], [-0.1, 0.0, -0.2], [0.5, 0.0, 0.2], [0.1, 0.0, 0.0], [-0.1, 0.0, 0.0], [0.0, 0.0, 0.0], [0.0, 0.0, 0.0], [0.0, 0.0, 0.0], [0.0, -0.1, -0.1], [0.0, 0.0, 0.0], [0.0, 0.0, 0.0], [0.0, 0.0, 0.0], [0.0, 0.0, 0.0], [0.0, 0.0, 0.0], [0.0, 0.0, 0.0], [0.0, 0.0, 0.0], [0.0, 0.0, 0.0], [0.0, 0.0, 0.0], [0.0, 0.0, 0.0], [0.0, 0.0, 0.0], [0.0, 0.0, 0.0], [0.0, 0.0, 0.0], [0.0, 0.0, 0.0], [0.0, 0.0, 0.0], [0.0, 0.0, 0.0], [0.0, 0.1, 0.0], [0.0, -0.1, 0.1], [0.0, -0.1, 0.1], [0.0, 0.0, 0.0], [0.0, 0.0, 0.0], [0.0, 0.0, 0.0]],
  "lowdin_charge": [0.290, -0.068, -0.077, -0.007, -0.070, -0.218, 0.102, -0.228, 0.251, -0.232, -0.090, -0.046, -0.085, -0.086, -0.008, -0.075, -0.236, 0.197, -0.234, 0.068, -0.247, 0.073, -0.101, -0.012, -0.140, 0.195, -0.121, -0.026, -0.096, -0.087, -0.008, -0.051, -0.079, -0.009, -0.084, -0.083, -0.016, -0.078, 0.118, -0.072, -0.003, 0.102, 0.098, 0.115, 0.117, 0.096, 0.095, 0.112, 0.109, 0.095, 0.097, 0.086, 0.113, 0.097, 0.097, 0.113, 0.118, -0.087, -0.270, -0.141, -0.220, -0.082, -0.668, 0.830, 0.113, -0.411, -0.078, -0.122, -0.017, -0.072, -0.106, -0.100, -0.034, 0.068, 0.056, 0.069, 0.110, 0.061, 0.110, 0.105, 0.055, 0.068, 0.062, 0.093, 0.104, 0.091, 0.091, 0.097, -0.019, -0.689, -0.019, -0.128, 0.063, 0.069, 0.067],
  "spin_multiplicity": 2,
  "e_tot_ev": -114520.000,
  "homo_energy_ev": [-4.6, -4.6],
  "relative_energy_ev": 7.9398,
  "homo_lumo_gap_ev": [6.63, 6.61],
  "total_charge": -1
}